[1]
# C5H9N2O3

A cluster of 2 separate species, C5H9N2O3 in total in a non-equilibrium geometry (ωB97M-V/def2-TZVPD, the Open Molecules 2025 dataset).

Calculated values
**Orbital gap (spin up / spin down)**: 7.7 / 4.0 eV
**E_LUMO (spin up / spin down)**: 3.07 / 2.82 eV
**Net charge**: -1
**F_max**: 3.44 eV Å⁻¹
**Molar mass**: 145.14 g mol⁻¹

Last column: Mulliken charge in e.
Atoms and positions in Å:
C  -2.617  0.164  -0.487  -0.325
O  -4.752  1.167  0.915  -0.691
O  1.719  -1.124  0.737  -0.416
H  -1.988  -0.169  -1.294  0.180
H  2.011  0.152  -2.549  0.443
N  -4.592  -0.015  0.593  0.907
C  0.997  0.310  -2.249  -1.402
H  0.580  0.524  1.184  0.228
O  -5.103  -1.006  1.248  -0.728
N  -3.801  -0.345  -0.409  -0.547
C  1.239  0.194  0.463  -0.370
C  1.181  -1.695  -0.482  -0.431
C  0.693  -0.270  -0.847  0.390
H  0.720  1.335  -2.430  0.354
H  -2.063  0.723  0.242  0.265
H  1.877  -2.178  -1.133  0.328
H  0.340  -0.242  -2.961  0.321
H  0.323  -2.238  -0.122  0.244
H  1.973  0.994  0.251  0.251

---

[2]
# C39H42CdN7O3S6

A structure of composition C39H42CdN7O3S6 (ωB97M-V/def2-TZVPD, the Open Molecules 2025 dataset).

Calculated values
**Orbital gap**: 5.5 eV
**E_LUMO**: 1.14 eV
**Net charge**: -1
**F_max**: 0.12 eV Å⁻¹
**Molar mass**: 961.62 g mol⁻¹

Last column: Mulliken charge in e.
Atoms and positions in Å:
C  -0.861  3.134  -3.708  -0.643
H  2.685  1.438  -5.726  0.337
H  -1.891  7.317  -3.836  0.458
H  2.135  5.846  1.240  0.404
C  4.318  -0.272  -1.837  -0.446
H  5.295  2.181  2.292  0.366
H  0.080  -3.678  -3.021  0.473
C  2.523  0.285  1.757  0.252
C  2.359  4.092  0.047  0.787
C  0.493  -4.626  3.234  -0.732
H  -0.457  6.288  -3.811  0.239
C  -2.342  5.223  -3.468  -0.878
C  -2.628  1.449  1.374  0.438
N  1.970  -0.776  1.064  0.214
H  -2.564  5.014  -4.522  0.295
N  0.333  3.820  -4.174  0.208
N  0.387  0.491  2.846  0.159
C  4.268  1.857  2.415  -1.034
H  3.225  6.053  -0.118  0.326
H  3.643  2.638  -4.871  0.158
C  3.049  -0.640  -1.421  -0.156
C  -2.220  -0.648  -3.711  -0.674
H  1.235  0.691  -3.944  0.068
C  3.446  2.518  3.281  -0.852
C  2.106  0.427  -3.353  -0.551
H  -0.173  -6.056  0.237  0.467
S  -0.509  1.483  -0.430  -0.005
C  2.674  3.567  -1.349  -0.427
H  1.433  3.624  0.399  -0.329
C  -0.445  1.103  3.652  -0.629
C  3.818  0.763  1.653  -0.600
S  -1.590  3.864  1.012  -0.073
H  0.624  -6.658  2.548  0.391
H  -2.583  3.304  -2.483  0.604
H  0.946  -0.572  -1.860  0.053
C  1.185  2.719  4.275  -0.861
H  4.441  1.243  -5.610  0.495
H  0.294  4.337  -5.035  0.378
H  -1.266  6.696  -2.307  0.155
C  -0.088  2.245  4.393  -0.932
H  1.505  3.598  4.823  0.391
C  -1.985  -1.055  -2.407  0.127
O  1.957  -2.728  -0.387  -0.581
C  -0.811  -2.422  -4.535  -0.777
C  -1.182  -2.167  -2.188  -0.372
C  3.548  1.569  -5.073  -1.639
C  3.375  0.798  -3.795  1.017
H  -0.578  2.217  -3.187  -0.428
H  3.446  4.162  -1.835  0.655
N  -0.894  -2.503  -0.837  0.656
S  -3.621  2.384  2.489  -0.200
C  -2.883  3.961  2.210  0.567
S  2.816  -1.640  0.032  0.823
N  -0.763  -3.705  -0.603  -0.931
H  -1.448  0.692  3.708  0.722
N  -0.259  -3.029  1.642  -0.065
H  1.043  7.317  -0.363  0.454
N  1.511  3.559  -2.226  1.532
O  -3.217  4.979  2.768  -0.664
H  -1.239  4.241  -1.896  -0.781
O  4.136  -1.982  0.511  -0.791
C  -1.632  -1.325  -4.771  -0.524
C  -0.359  -3.996  0.743  0.303
H  3.036  2.536  -1.273  -0.532
H  4.516  0.270  0.995  0.454
C  2.111  2.076  3.422  1.031
H  -1.800  -0.988  -5.787  0.394
H  0.252  -2.502  3.554  0.376
C  -1.436  6.448  -3.357  -1.013
H  -2.404  -0.527  -1.559  0.426
H  0.844  -4.827  4.236  0.420
H  3.145  3.728  0.712  -0.096
C  1.654  0.959  2.690  0.102
C  -0.584  -2.854  -3.239  -0.022
H  3.789  3.372  3.851  0.353
C  -0.070  -5.319  1.020  -0.541
H  -1.412  2.829  -4.602  0.627
C  1.143  6.260  -0.621  -0.547
C  -1.774  3.964  -2.808  0.883
C  0.371  -5.636  2.295  -0.383
C  4.472  0.446  -3.015  -0.777
H  -0.824  2.728  5.020  0.439
C  0.164  -3.331  2.861  -0.509
H  -0.333  -2.930  -5.362  0.364
H  5.467  0.727  -3.343  0.423
H  0.188  5.775  -0.410  -0.100
H  -3.301  5.460  -3.002  0.393
S  -2.882  -0.283  1.398  -0.568
H  5.175  -0.572  -1.248  0.558
C  -1.700  2.139  0.678  -0.957
S  2.629  5.097  -4.128  -0.372
H  1.331  6.200  -1.694  0.108
Cd  -0.383  -0.731  0.919  3.019
C  1.442  4.094  -3.444  -0.408
H  0.715  3.051  -1.848  -1.263
C  1.940  -0.283  -2.177  0.022
C  2.268  5.611  0.179  -1.110
H  -2.851  0.213  -3.895  0.410

---

[3]
# C5H11NO

The ion C5H11NO with charge +1 in a non-equilibrium geometry (ωB97M-V/def2-TZVPD, the Open Molecules 2025 dataset).

Calculated values
**2S+1**: 2
**Orbital gap (spin up / spin down)**: 8.5 / 5.3 eV
**E_LUMO (spin up / spin down)**: -5.01 / -8.24 eV
**Net charge**: +1
**F_max**: 2.01 eV Å⁻¹
**Molar mass**: 101.15 g mol⁻¹

Last column: Mulliken charge in e.
Atoms and positions in Å:
C  2.263  -0.483  2.791  -0.160
H  -1.821  -0.790  0.004  0.420
H  0.641  -1.214  -0.277  0.376
H  0.643  1.451  1.056  0.309
H  -1.450  -1.119  -2.520  0.263
N  1.816  -0.091  1.707  0.152
C  0.609  0.365  1.144  -0.514
H  -1.659  0.822  -0.177  0.391
H  -0.226  0.127  1.810  0.398
H  3.328  -0.669  2.894  0.308
O  -0.571  0.644  -2.767  -0.527
C  -1.545  -0.131  -2.066  -0.588
C  -1.203  -0.101  -0.573  -0.726
C  0.266  -0.191  -0.250  -0.447
H  1.545  -0.663  3.593  0.295
H  -0.928  1.426  -3.197  0.304
H  0.829  0.325  -1.029  0.365
H  -2.536  0.293  -2.144  0.381

---

Energy above the lowest of the compared OMol25 structures with the same formula, charge and spin readings, ordered: 887.2, 0.2, 243.6 kJ/mol